Model A:
C49H39F6N8O5P2RuS2Se2 as an isolated structure, computed with wB97M-V/def2-TZVPD.

CARTESIAN COORDINATES (ANGSTROEM)
Ru (-0.532, -0.959, -0.571)
Se (5.233, -0.559, 3.783)
P (3.339, 0.320, 3.805)
C (3.449, 2.128, 3.905)
C (4.310, 2.744, 2.994)
C (4.551, 4.101, 3.074)
C (3.926, 4.866, 4.053)
C (3.070, 4.263, 4.958)
C (2.839, 2.893, 4.890)
C (2.353, -0.277, 5.199)
C (2.805, -0.004, 6.492)
C (2.170, -0.570, 7.584)
C (1.109, -1.448, 7.397)
C (0.676, -1.746, 6.116)
C (1.288, -1.151, 5.022)
C (2.332, -0.016, 2.311)
C (1.048, 0.264, 1.828)
N (0.962, -0.386, 0.642)
N (2.119, -0.967, 0.387)
N (2.946, -0.760, 1.372)
P (-0.388, 1.241, 2.204)
Se (-1.893, 0.646, 0.755)
C (-0.037, 2.992, 2.000)
C (-1.006, 3.918, 2.394)
C (-0.830, 5.259, 2.118)
C (0.307, 5.683, 1.437)
C (1.267, 4.767, 1.047)
C (1.102, 3.418, 1.332)
C (-0.986, 1.072, 3.894)
C (-0.489, 1.925, 4.878)
C (-0.950, 1.827, 6.179)
C (-1.912, 0.880, 6.500)
C (-2.414, 0.033, 5.523)
C (-1.955, 0.128, 4.218)
H (4.827, 2.139, 2.257)
H (5.235, 4.567, 2.377)
H (4.115, 5.929, 4.113)
H (2.595, 4.851, 5.731)
H (2.198, 2.424, 5.624)
H (3.677, 0.623, 6.636)
H (2.525, -0.353, 8.582)
H (0.632, -1.909, 8.252)
H (-0.140, -2.440, 5.963)
H (0.952, -1.384, 4.021)
H (-1.902, 3.588, 2.905)
H (-1.581, 5.975, 2.420)
H (0.440, 6.732, 1.212)
H (2.150, 5.096, 0.519)
H (1.850, 2.703, 1.022)
H (0.242, 2.681, 4.618)
H (-0.561, 2.489, 6.940)
H (-2.275, 0.805, 7.516)
H (-3.172, -0.696, 5.774)
H (-2.366, -0.510, 3.445)
F (2.336, 2.662, -2.951)
C (2.074, 1.627, -2.158)
F (3.182, 1.282, -1.513)
F (1.156, 2.003, -1.264)
S (1.482, 0.208, -3.178)
O (1.027, -0.799, -2.221)
O (2.605, -0.144, -3.976)
N (0.329, 0.790, -4.069)
S (-1.160, 1.000, -3.599)
O (-2.095, 0.398, -4.496)
O (-1.367, 0.811, -2.174)
C (-1.374, 2.812, -3.847)
F (-1.049, 3.160, -5.089)
F (-0.623, 3.509, -2.999)
F (-2.653, 3.123, -3.637)
C (-3.208, 1.577, -7.952)
C (-2.954, 0.114, -7.726)
C (-3.930, -0.843, -7.978)
C (-3.700, -2.187, -7.727)
C (-2.472, -2.601, -7.230)
N (-2.271, -3.988, -7.012)
C (-1.323, -4.593, -6.230)
O (-0.808, -5.648, -6.531)
N (-0.956, -3.938, -5.060)
C (-1.732, -3.186, -4.178)
C (-3.112, -3.046, -4.262)
C (-3.760, -2.314, -3.286)
C (-3.037, -1.764, -2.244)
N (-1.712, -1.910, -2.147)
C (-1.077, -2.581, -3.110)
C (-1.477, -1.661, -6.992)
C (-1.728, -0.324, -7.238)
H (-4.148, 1.739, -8.478)
H (-2.408, 2.028, -8.540)
H (-3.256, 2.113, -7.003)
H (-4.894, -0.536, -8.366)
H (-4.477, -2.918, -7.915)
H (-2.593, -4.607, -7.744)
H (-0.092, -4.313, -4.693)
H (-3.666, -3.505, -5.066)
H (-4.828, -2.167, -3.332)
H (-3.511, -1.167, -1.477)
H (-0.001, -2.648, -3.030)
H (-0.508, -1.966, -6.625)
H (-0.946, 0.396, -7.035)
C (-1.530, -2.350, 0.602)
C (-0.305, -3.142, 0.772)
C (0.425, -3.070, 1.976)
C (1.640, -3.688, 2.118)
C (2.170, -4.410, 1.039)
C (1.456, -4.542, -0.140)
C (0.215, -3.924, -0.266)
C (3.452, -5.058, 1.169)
N (4.464, -5.594, 1.257)
H (-1.925, -1.932, 1.519)
H (-2.280, -2.765, -0.055)
H (-0.003, -2.511, 2.801)
H (2.201, -3.608, 3.039)
H (1.859, -5.135, -0.949)
H (-0.379, -4.099, -1.150)

Results
HOMO-LUMO gap (spin up / spin down) = 6.8 / 6.9 eV
Highest occupied orbital energy (spin up / spin down) = -7.9 / -7.9 eV
Multiplicity = 2
Molecular weight = 1319.0 g/mol

***

Model B:
C49H39F6N8O5P2RuS2Se2 as an isolated structure, computed with wB97M-V/def2-TZVPD.

CARTESIAN COORDINATES (ANGSTROEM)
Ru (0.559, 1.008, -1.406)
Se (1.313, 1.269, 5.762)
P (1.238, -0.295, 4.383)
C (-0.129, -1.427, 4.782)
C (-1.396, -0.840, 4.842)
C (-2.498, -1.587, 5.210)
C (-2.353, -2.933, 5.530)
C (-1.099, -3.519, 5.491)
C (0.012, -2.766, 5.123)
C (2.785, -1.220, 4.297)
C (3.225, -1.911, 5.427)
C (4.463, -2.532, 5.421)
C (5.281, -2.444, 4.300)
C (4.862, -1.730, 3.189)
C (3.616, -1.119, 3.187)
C (0.874, 0.246, 2.665)
C (0.712, -0.328, 1.412)
N (0.352, 0.693, 0.568)
N (0.313, 1.820, 1.300)
N (0.617, 1.569, 2.525)
P (0.657, -1.947, 0.674)
Se (0.544, -1.598, -1.428)
C (-0.841, -2.743, 1.278)
C (-1.017, -4.115, 1.108)
C (-2.220, -4.705, 1.457)
C (-3.251, -3.930, 1.973)
C (-3.079, -2.565, 2.145)
C (-1.875, -1.969, 1.798)
C (2.021, -3.044, 1.072)
C (2.025, -3.747, 2.272)
C (3.076, -4.594, 2.579)
C (4.122, -4.748, 1.678)
C (4.112, -4.066, 0.470)
C (3.061, -3.216, 0.160)
H (-1.503, 0.217, 4.624)
H (-3.473, -1.119, 5.259)
H (-3.216, -3.517, 5.823)
H (-0.978, -4.562, 5.756)
H (0.989, -3.228, 5.125)
H (2.616, -1.929, 6.322)
H (4.801, -3.066, 6.300)
H (6.255, -2.918, 4.303)
H (5.505, -1.640, 2.322)
H (3.304, -0.549, 2.324)
H (-0.221, -4.721, 0.693)
H (-2.356, -5.770, 1.324)
H (-4.188, -4.394, 2.252)
H (-3.877, -1.963, 2.561)
H (-1.734, -0.905, 1.946)
H (1.197, -3.645, 2.958)
H (3.080, -5.133, 3.518)
H (4.947, -5.407, 1.918)
H (4.922, -4.195, -0.236)
H (3.037, -2.696, -0.788)
F (2.397, 5.315, -0.380)
C (3.433, 4.681, -0.928)
F (3.879, 5.383, -1.961)
F (4.393, 4.545, -0.030)
S (2.835, 3.039, -1.482)
O (2.528, 2.289, -0.270)
O (1.667, 3.288, -2.315)
N (4.092, 2.515, -2.265)
S (4.137, 0.934, -2.460)
O (5.143, 0.572, -3.400)
O (2.797, 0.389, -2.610)
C (4.767, 0.255, -0.834)
F (5.390, 1.192, -0.130)
F (5.622, -0.736, -1.082)
F (3.763, -0.234, -0.104)
C (-3.706, 3.538, -5.893)
C (-4.362, 3.312, -4.558)
C (-5.109, 4.305, -3.937)
C (-5.678, 4.105, -2.686)
C (-5.527, 2.888, -2.037)
N (-6.110, 2.727, -0.753)
C (-5.710, 1.892, 0.265)
O (-6.477, 1.476, 1.107)
N (-4.368, 1.534, 0.263)
C (-3.273, 2.319, -0.133)
C (-3.292, 3.705, -0.222)
C (-2.153, 4.350, -0.660)
C (-1.025, 3.622, -0.995)
N (-1.010, 2.292, -0.896)
C (-2.106, 1.660, -0.472)
C (-4.816, 1.868, -2.663)
C (-4.234, 2.091, -3.899)
H (-4.100, 4.428, -6.382)
H (-3.865, 2.689, -6.557)
H (-2.628, 3.669, -5.783)
H (-5.239, 5.261, -4.429)
H (-6.234, 4.902, -2.208)
H (-7.037, 3.093, -0.610)
H (-4.182, 0.755, 0.875)
H (-4.177, 4.262, 0.051)
H (-2.130, 5.428, -0.737)
H (-0.122, 4.097, -1.342)
H (-2.047, 0.581, -0.409)
H (-4.718, 0.903, -2.184)
H (-3.676, 1.288, -4.369)
C (-0.915, 0.781, -2.932)
C (0.038, 0.467, -4.006)
C (0.301, -0.847, -4.422)
C (1.274, -1.109, -5.360)
C (2.003, -0.052, -5.914)
C (1.734, 1.255, -5.549)
C (0.741, 1.507, -4.611)
C (3.020, -0.331, -6.905)
N (3.816, -0.551, -7.703)
H (-1.607, 0.000, -2.638)
H (-1.339, 1.772, -3.004)
H (-0.279, -1.662, -4.012)
H (1.475, -2.123, -5.676)
H (2.291, 2.069, -5.992)
H (0.526, 2.529, -4.327)

Results
HOMO-LUMO gap (spin up / spin down) = 6.7 / 7.1 eV
Highest occupied orbital energy (spin up / spin down) = -7.9 / -7.9 eV
Multiplicity = 2
Molecular weight = 1319.0 g/mol

***

Which of them is least stable? Easy: model B.

***

Model A:
C28H34N8S2V as an isolated structure, computed with wB97M-V/def2-TZVPD.

CARTESIAN COORDINATES (ANGSTROEM)
V (0.798, -0.440, 0.377)
C (-2.387, 2.003, -1.599)
N (-0.991, 1.531, -1.394)
C (-0.396, 1.131, -2.662)
C (1.040, 0.619, -2.603)
C (1.712, 0.573, -3.822)
C (3.051, 0.234, -3.872)
C (3.708, 0.009, -2.671)
C (2.982, 0.074, -1.503)
N (1.657, 0.313, -1.443)
C (-0.218, 2.558, -0.702)
C (-0.513, 2.447, 0.767)
C (-1.110, 3.496, 1.449)
C (-1.381, 3.369, 2.801)
C (-0.992, 2.202, 3.436)
C (-0.380, 1.214, 2.688)
N (-0.159, 1.293, 1.369)
C (-3.530, 1.208, -0.993)
C (-4.646, 0.892, -1.757)
C (-5.737, 0.289, -1.147)
C (-5.693, 0.051, 0.216)
C (-4.534, 0.392, 0.896)
N (-3.465, 0.936, 0.315)
H (-2.574, 2.120, -2.669)
H (-2.478, 3.000, -1.160)
H (-0.380, 1.971, -3.373)
H (-1.043, 0.372, -3.115)
H (1.178, 0.823, -4.730)
H (3.572, 0.185, -4.818)
H (4.766, -0.207, -2.642)
H (3.484, -0.075, -0.557)
H (-0.435, 3.562, -1.083)
H (0.846, 2.376, -0.839)
H (-1.362, 4.404, 0.918)
H (-1.870, 4.169, 3.342)
H (-1.153, 2.059, 4.495)
H (-0.012, 0.329, 3.191)
H (-4.675, 1.135, -2.812)
H (-6.610, 0.033, -1.732)
H (-6.531, -0.387, 0.740)
H (-4.466, 0.235, 1.970)
N (-0.312, -1.712, 1.867)
C (-0.797, -2.964, 1.256)
C (-1.464, -2.617, -0.081)
N (-0.831, -1.421, -0.665)
H (0.133, -1.923, 2.755)
H (-1.123, -1.127, 2.065)
H (-1.512, -3.480, 1.900)
H (0.049, -3.635, 1.107)
H (-2.526, -2.442, 0.081)
H (-1.378, -3.465, -0.759)
H (-1.430, -0.611, -0.549)
H (-0.695, -1.550, -1.659)
C (2.709, 2.360, 2.375)
C (2.851, 0.886, 2.541)
N (2.424, -0.047, 1.726)
C (2.937, -1.293, 2.060)
C (3.709, -1.300, 3.178)
S (3.834, 0.276, 3.822)
C (2.730, -2.389, 1.118)
C (3.357, -3.595, 1.116)
S (2.982, -4.454, -0.311)
C (1.999, -3.141, -0.848)
N (1.940, -2.155, 0.008)
C (1.367, -3.183, -2.199)
H (1.800, 2.628, 1.847)
H (3.558, 2.729, 1.795)
H (2.730, 2.863, 3.341)
H (4.229, -2.127, 3.635)
H (4.016, -4.011, 1.861)
H (2.036, -3.676, -2.903)
H (1.172, -2.175, -2.559)
H (0.433, -3.749, -2.191)

Results
HOMO-LUMO gap (spin up / spin down) = 7.9 / 9.0 eV
Charge = +2
Highest occupied orbital energy (spin up / spin down) = -12.9 / -13.9 eV
Multiplicity = 4
Molecular weight = 597.7 g/mol

***

Model B:
C28H34N8S2V as an isolated structure, computed with wB97M-V/def2-TZVPD.

CARTESIAN COORDINATES (ANGSTROEM)
V (-0.041, -0.358, -0.314)
C (-1.897, 0.668, -2.393)
N (-0.863, 1.293, -1.522)
C (-1.499, 2.402, -0.774)
C (-0.693, 2.837, 0.421)
C (-0.754, 4.148, 0.875)
C (-0.042, 4.494, 2.010)
C (0.723, 3.523, 2.642)
C (0.735, 2.251, 2.105)
N (0.035, 1.894, 1.021)
C (0.295, 1.724, -2.342)
C (1.069, 0.510, -2.820)
C (1.979, 0.604, -3.854)
C (2.565, -0.549, -4.339)
C (2.203, -1.770, -3.790)
C (1.309, -1.779, -2.743)
N (0.758, -0.661, -2.229)
C (-2.686, -0.355, -1.621)
C (-4.017, -0.597, -1.901)
C (-4.702, -1.552, -1.172)
C (-4.031, -2.220, -0.163)
C (-2.708, -1.913, 0.060)
N (-2.010, -1.017, -0.657)
H (-2.558, 1.430, -2.811)
H (-1.399, 0.182, -3.229)
H (-1.700, 3.247, -1.438)
H (-2.459, 2.019, -0.417)
H (-1.348, 4.881, 0.341)
H (-0.075, 5.507, 2.392)
H (1.305, 3.749, 3.526)
H (1.351, 1.479, 2.557)
H (-0.032, 2.293, -3.218)
H (0.919, 2.377, -1.745)
H (2.198, 1.570, -4.293)
H (3.278, -0.499, -5.152)
H (2.604, -2.701, -4.166)
H (1.020, -2.709, -2.273)
H (-4.507, -0.030, -2.683)
H (-5.745, -1.762, -1.378)
H (-4.519, -2.964, 0.453)
H (-2.171, -2.398, 0.857)
N (-3.079, 0.812, 1.861)
C (-2.753, -0.124, 2.946)
C (-1.279, -0.144, 3.265)
N (-0.444, -0.808, 2.224)
H (-2.944, 1.762, 2.193)
H (-4.067, 0.746, 1.640)
H (-3.073, -1.127, 2.654)
H (-3.284, 0.096, 3.875)
H (-1.133, -0.617, 4.237)
H (-0.926, 0.883, 3.366)
H (-0.564, -1.813, 2.315)
H (0.533, -0.671, 2.475)
C (2.824, 2.970, -0.266)
C (3.239, 1.548, -0.005)
N (2.478, 0.467, 0.012)
C (3.262, -0.649, 0.293)
C (4.577, -0.403, 0.485)
S (4.881, 1.249, 0.301)
C (2.672, -2.001, 0.371)
C (3.399, -3.135, 0.497)
S (2.374, -4.479, 0.512)
C (1.019, -3.486, 0.375)
N (1.293, -2.195, 0.306)
C (-0.339, -4.109, 0.292)
H (1.765, 3.116, -0.100)
H (3.069, 3.261, -1.290)
H (3.354, 3.651, 0.400)
H (5.366, -1.096, 0.736)
H (4.472, -3.241, 0.561)
H (-0.262, -5.172, 0.075)
H (-0.921, -3.647, -0.504)
H (-0.885, -4.015, 1.233)

Results
HOMO-LUMO gap (spin up / spin down) = 7.9 / 8.8 eV
Charge = +2
Highest occupied orbital energy (spin up / spin down) = -12.7 / -13.7 eV
Multiplicity = 4
Molecular weight = 597.7 g/mol

***

Which of them is least stable? Easy: model B.

***

Model A:
One molecule with the formula CHNO2S, computed with wB97M-V/def2-TZVPD.

CARTESIAN COORDINATES (ANGSTROEM)
C (-0.123, 0.829, -0.023)
N (-0.905, -0.127, -0.508)
O (-0.006, 1.873, 0.466)
O (1.528, -1.314, 0.713)
S (0.829, -0.510, -0.815)
H (-1.323, -0.751, 0.167)

Results
HOMO-LUMO gap = 9.2 eV
Highest occupied orbital energy = -9.7 eV
Molecular weight = 91.1 g/mol

***

Model B:
A 2-piece molecular cluster, CHNO2S overall, computed with wB97M-V/def2-TZVPD.

CARTESIAN COORDINATES (ANGSTROEM)
O (-1.669, -1.490, 0.582)
C (-1.648, -0.341, 0.329)
O (-1.705, 0.742, -0.024)
N (2.105, 0.194, -0.544)
S (1.658, 1.403, 0.319)
H (1.260, -0.508, -0.662)

Results
HOMO-LUMO gap (spin up / spin down) = 7.4 / 7.4 eV
Highest occupied orbital energy (spin up / spin down) = -8.8 / -8.8 eV
SMILES = O=C=O.N=S
Molecular weight = 91.1 g/mol

***

Which of them is least stable? Easy: model A.

***

Model A:
One molecule with the formula C20H19N5OS, computed with wB97M-V/def2-TZVPD.

CARTESIAN COORDINATES (ANGSTROEM)
H (1.921, 5.184, 1.224)
N (1.930, 4.367, 0.621)
C (1.245, 3.404, 1.089)
N (0.542, 3.440, 2.298)
C (-0.127, 2.442, 2.725)
N (-0.288, 1.237, 2.116)
C (-0.987, 0.110, 2.702)
C (0.000, -0.856, 3.309)
C (0.550, -0.599, 4.558)
C (1.492, -1.458, 5.096)
C (1.896, -2.576, 4.387)
C (1.356, -2.833, 3.139)
C (0.411, -1.977, 2.601)
C (0.380, 1.103, 0.926)
N (0.411, 0.019, 0.110)
C (1.173, 0.393, -0.902)
S (1.574, -0.596, -2.269)
C (0.786, -2.161, -1.763)
C (-0.742, -2.135, -1.796)
O (-1.255, -2.005, -3.098)
C (-1.483, -0.771, -3.645)
C (-1.726, -0.776, -5.019)
C (-2.001, 0.400, -5.686)
C (-2.036, 1.602, -4.998)
C (-1.802, 1.609, -3.636)
C (-1.531, 0.434, -2.955)
N (1.624, 1.664, -0.779)
C (1.121, 2.146, 0.403)
H (-0.645, 2.554, 3.671)
H (-1.674, 0.494, 3.460)
H (-1.554, -0.382, 1.907)
H (0.239, 0.275, 5.112)
H (1.912, -1.252, 6.070)
H (2.633, -3.245, 4.807)
H (1.671, -3.704, 2.583)
H (-0.007, -2.168, 1.624)
H (1.164, -2.898, -2.471)
H (1.136, -2.384, -0.757)
H (-1.113, -1.365, -1.116)
H (-1.097, -3.111, -1.443)
H (-1.694, -1.720, -5.539)
H (-2.184, 0.379, -6.750)
H (-2.244, 2.524, -5.519)
H (-1.829, 2.539, -3.086)
H (-1.358, 0.482, -1.891)
H (2.211, 2.175, -1.416)

Results
HOMO-LUMO gap = 8.2 eV
Highest occupied orbital energy = -7.7 eV
SMILES = [H]/N=c1\ncn(Cc2ccccc2)c2nc(SCCOc3ccccc3)[nH]c12
Molecular weight = 377.5 g/mol

***

Model B:
C20H19N5OS as an isolated structure, computed with wB97M-V/def2-TZVPD.

CARTESIAN COORDINATES (ANGSTROEM)
C (-2.314, -3.028, 0.697)
C (-2.076, -2.737, -0.669)
C (-1.291, -1.472, -1.237)
N (-0.741, -0.812, -0.227)
C (0.471, -1.194, 0.158)
N (0.717, -0.172, 1.222)
N (-0.337, 0.656, 1.400)
C (-1.215, 0.399, 0.306)
C (-2.505, 1.103, 0.134)
C (-3.605, 0.336, 0.025)
C (-4.888, 1.280, -0.129)
C (-4.920, 2.573, -0.234)
C (-3.613, 2.976, -0.031)
C (-2.429, 2.557, 0.302)
H (-1.531, 2.971, 0.310)
H (-3.709, 4.205, 0.231)
H (-5.712, 2.837, -0.225)
O (-6.081, 0.447, -0.266)
C (-6.027, -0.796, -0.417)
H (-5.564, -1.295, -1.043)
H (-5.863, -1.337, 0.513)
H (-7.301, -1.036, -0.364)
H (-3.648, -0.581, 0.124)
S (1.335, -2.337, 0.005)
C (2.827, -2.022, 0.724)
C (3.842, -1.103, 0.530)
N (4.908, -1.515, -0.065)
C (5.472, 0.078, -0.289)
C (6.555, 0.264, -0.735)
C (6.949, 1.609, -0.834)
C (6.046, 2.717, -0.445)
C (4.808, 2.225, 0.069)
C (4.581, 0.937, 0.281)
N (3.471, 0.066, 0.746)
H (2.588, 0.462, 1.173)
H (4.200, 3.191, 0.628)
H (6.327, 3.658, -0.638)
H (7.837, 2.000, -1.090)
H (7.295, -0.396, -1.223)
H (2.295, -1.860, 2.046)
H (3.414, -3.233, 1.101)
H (-2.253, -0.831, -1.544)
H (-0.778, -1.988, -1.862)
H (-2.742, -3.474, -1.405)
H (-3.041, -3.820, 0.861)
H (-1.755, -2.506, 1.382)

Results
HOMO-LUMO gap = 8.1 eV
Highest occupied orbital energy = -7.7 eV
Molecular weight = 377.5 g/mol

***

Which of them is least stable? Easy: model B.